1.
A structure of composition C5H8N2O. Source: OMol25; level of theory: ωB97M-V/def2-TZVPD.

Calculated values
E_tot (Eh): -379.9642
2S+1: 1
Relative energy (zero: lowest compared OMol25 entry of this formula, charge and spin) (kJ/mol): 325.5
Orbital gap (eV): 8.64
HOMO (eV): -8.485

```
16
Properties=species:S:1:pos:R:3:mulliken_charge:R:1
C -1.914 -0.516 0.043 -0.56
C 1.015 -0.501 -1.119 -0.97
C 1.147 1.118 0.730 -0.89
N 0.307 0.168 -0.012 0.18
C -1.121 0.667 -0.285 0.52
C -0.611 -1.242 0.888 0.23
O -1.394 1.842 -0.200 -0.51
N -0.243 -2.110 1.581 -0.61
H -2.822 -0.282 0.597 0.36
H -1.997 -1.197 -0.803 0.26
H 1.458 1.915 0.054 0.34
H 0.334 -1.185 -1.623 0.33
H 1.401 0.259 -1.801 0.36
H 1.849 -1.078 -0.714 0.34
H 0.569 1.547 1.549 0.31
H 2.022 0.594 1.115 0.31
```



2.
A cluster of 2 separate species, CClO4S in total. Source: OMol25; level of theory: ωB97M-V/def2-TZVPD.

Calculated values
E_tot (Eh): -1197.4584
2S+1: 1
Charge: -1
Relative energy (zero: lowest compared OMol25 entry of this formula, charge and spin) (kJ/mol): 224.1
Orbital gap (eV): 4.71
HOMO (eV): -4.007

```
7
Properties=species:S:1:pos:R:3:mulliken_charge:R:1
C 0.811 -0.099 0.335 0.27
O -1.159 0.690 -1.206 -0.47
O 1.530 0.569 -0.209 0.01
O -1.680 0.476 1.168 -0.49
O -1.267 -1.527 -0.369 -0.49
S -1.188 -0.130 -0.050 1.12
Cl 4.627 -0.174 0.059 -0.95
```



3.
The molecule C4H9N. Source: OMol25; level of theory: ωB97M-V/def2-TZVPD.

Calculated values
E_tot (Eh): -212.4107
SMILES string: CCN1CC1
2S+1: 1
Relative energy (zero: lowest compared OMol25 entry of this formula, charge and spin) (kJ/mol): 368.9
Orbital gap (eV): 11.04
HOMO (eV): -9.893

```
14
Properties=species:S:1:pos:R:3:mulliken_charge:R:1
C 1.693 -0.505 -0.727 -1.00
C 0.868 0.226 0.463 -0.42
N -0.270 1.012 -0.259 -0.40
C -1.305 -0.275 -0.256 -0.44
C -1.478 0.896 0.638 -0.17
H 2.566 -0.914 -0.405 0.39
H 0.870 -1.229 -1.020 0.23
H 1.809 -0.008 -1.752 0.28
H 0.521 -0.478 1.204 0.29
H 1.659 0.825 0.950 0.39
H -2.260 -0.539 -1.029 0.18
H -0.956 -1.270 0.019 0.27
H -1.323 0.538 1.728 0.18
H -2.394 1.721 0.445 0.23
```



4.
The molecule C2H2FNO2. Source: OMol25; level of theory: ωB97M-V/def2-TZVPD.

Calculated values
E_tot (Eh): -382.3365
SMILES string: O=C/[N+]([O-])=C\F
2S+1: 1
Relative energy (zero: lowest compared OMol25 entry of this formula, charge and spin) (kJ/mol): 509.0
Orbital gap (spin up / spin down) (eV): 8.90 / 8.88
HOMO (spin up / spin down) (eV): -10.117 / -10.100

```
8
Properties=species:S:1:pos:R:3:mulliken_charge:R:1
O -1.516 1.188 0.877 -0.37
C -0.747 0.653 0.162 0.10
N 0.002 -0.524 0.131 0.49
O -0.878 -1.325 -0.323 -0.55
C 1.296 -0.556 -0.116 -0.01
F 2.130 0.073 0.700 -0.20
H -0.380 1.153 -0.816 0.25
H 1.519 -1.633 -0.198 0.29
```



5.
The molecule C5H3NO. Source: OMol25; level of theory: ωB97M-V/def2-TZVPD.

Calculated values
E_tot (Eh): -322.0396
2S+1: 1
Relative energy (zero: lowest compared OMol25 entry of this formula, charge and spin) (kJ/mol): 662.1
Orbital gap (spin up / spin down) (eV): 6.97 / 8.24
HOMO (spin up / spin down) (eV): -9.409 / -9.524

```
10
Properties=species:S:1:pos:R:3:mulliken_charge:R:1
C 2.840 0.987 0.536 -0.65
C 1.603 0.713 0.503 -0.15
C 0.337 0.301 0.253 0.60
C -0.859 1.006 0.046 -0.29
O -1.843 0.155 -0.223 -0.08
N -1.504 -1.101 -0.284 -0.23
C -0.083 -1.086 -0.133 -0.33
H 0.325 -1.052 -1.163 0.27
H -1.130 2.048 0.098 0.47
H 0.315 -1.971 0.367 0.38
```



6.
A structure of composition C5H6OS2. Source: OMol25; level of theory: ωB97M-V/def2-TZVPD.

Calculated values
E_tot (Eh): -1065.5251
2S+1: 1
Relative energy (zero: lowest compared OMol25 entry of this formula, charge and spin) (kJ/mol): 534.6
Orbital gap (eV): 8.13
HOMO (eV): -8.787

```
14
Properties=species:S:1:pos:R:3:mulliken_charge:R:1
C 0.442 1.398 0.358 -0.18
C -0.287 0.439 1.348 -0.45
C -0.586 -1.496 -0.702 -0.31
C -0.037 -0.233 -1.243 -0.12
C 1.051 0.293 -0.423 -0.18
H -0.554 0.911 2.416 0.34
H 0.445 -0.147 1.970 0.27
H -1.306 -2.016 -1.369 0.32
H 0.161 -2.255 -0.208 0.27
H -0.821 0.685 -0.931 0.33
H 1.579 -0.407 0.092 0.47
O 1.205 0.407 -1.834 -0.42
S 0.281 3.039 0.020 -0.18
S -1.572 -0.617 0.507 -0.16
```



7.
A cluster of 40 separate species, H80O40 in total. Source: OMol25; level of theory: ωB97M-V/def2-TZVPD.

Calculated values
E_tot (Eh): -3057.4381
2S+1: 1
Relative energy (zero: lowest compared OMol25 entry of this formula, charge and spin) (kJ/mol): 838.2
Orbital gap (eV): 10.06
HOMO (eV): -10.465

```
120
Properties=species:S:1:pos:R:3:mulliken_charge:R:1
H -3.290 2.479 -3.866 0.30
H -4.282 1.746 -4.858 0.31
O -4.197 2.380 -4.141 -0.65
H 1.417 0.570 3.112 0.17
H 1.178 -0.812 4.112 0.19
O 1.367 -0.352 3.289 -0.43
H 1.808 6.367 2.143 0.29
H 0.616 5.687 1.371 0.27
O 1.563 5.722 1.465 -0.54
H 2.810 3.544 -2.817 0.32
H 4.068 2.992 -3.002 0.29
O 3.132 2.845 -3.436 -0.65
H -6.136 0.620 1.676 0.31
H -5.661 1.153 3.103 0.26
O -6.394 0.927 2.534 -0.60
H -0.489 -2.821 -0.415 0.38
O 0.021 -2.927 0.420 0.68
H 2.636 -1.413 0.597 -0.09
O 2.416 -2.030 1.291 0.03
H -0.314 0.508 -4.405 0.21
H -1.015 0.045 -2.874 0.02
O -0.681 -0.127 -3.807 -0.30
H -2.624 1.507 5.087 0.22
H -1.864 0.324 4.205 0.27
O -2.033 1.232 4.412 -0.55
H 1.955 -2.730 -2.737 0.04
H 3.066 -3.519 -1.934 0.31
O 2.123 -3.330 -1.954 -0.62
H 2.792 1.351 -1.845 0.24
H 2.962 0.113 -1.392 0.01
O 2.458 0.937 -1.026 -0.14
H -1.097 -3.293 -5.658 0.34
O -0.956 -2.338 -5.805 -0.67
H -3.773 5.280 -1.195 0.28
H -2.455 5.743 -1.657 0.27
O -3.028 4.986 -1.700 -0.54
H -1.052 -4.293 2.126 0.28
H -1.187 -5.599 2.903 0.30
O -0.645 -4.772 2.909 -0.66
H -3.511 -3.024 1.373 0.37
H -2.119 -3.218 1.079 0.17
O -2.644 -3.125 1.881 -0.73
H 0.171 -2.930 -1.944 0.07
H -0.588 -1.657 -2.341 0.35
O -0.677 -2.598 -2.264 -0.40
H 1.575 -4.597 -0.673 0.24
H 1.624 -5.939 0.114 0.26
O 1.108 -5.446 -0.503 -0.62
H 4.403 -2.329 3.314 0.22
H 4.791 -1.949 4.582 0.29
O 4.114 -2.543 4.205 -0.59
H 1.796 2.492 0.719 0.12
O 2.302 2.269 1.518 -0.35
H -0.713 3.034 2.314 0.08
H -1.000 1.852 3.397 0.36
O -0.310 2.295 2.759 -0.31
H -4.350 -2.241 2.559 0.33
O -5.135 -1.764 2.895 -0.64
H -4.465 -1.533 -0.681 0.33
H -4.936 -2.926 0.129 0.32
O -5.042 -1.988 0.135 -0.66
H -3.352 -0.491 2.953 0.32
H -2.168 -1.076 2.020 0.07
O -2.402 -0.448 2.726 -0.39
H 0.373 3.008 3.845 0.44
H 1.698 3.271 4.628 0.31
O 0.759 3.444 4.700 -0.72
H 5.231 -1.393 -1.528 0.25
H 4.045 -2.171 -0.996 0.26
O 4.287 -1.386 -1.539 -0.59
H 0.138 0.353 -1.388 0.30
H -0.780 0.701 -0.253 -0.07
O -0.601 0.907 -1.155 -0.28
H -0.328 3.128 -4.529 0.30
H -0.713 2.716 -3.144 0.24
O 0.110 2.871 -3.636 -0.53
H -1.409 -1.068 0.677 0.09
H -2.964 -0.662 0.516 0.16
O -2.155 -1.010 0.087 0.32
H -4.096 2.962 -0.831 0.25
H -4.704 2.230 -2.035 0.28
O -4.693 2.244 -1.068 -0.53
H 3.443 0.577 1.392 0.08
H 4.348 0.338 2.659 0.24
O 4.278 0.194 1.697 -0.45
H -4.016 3.471 2.172 0.32
H -2.794 2.593 1.761 0.22
O -3.190 3.451 1.709 -0.63
H -4.412 -0.402 -2.589 0.22
O -3.877 -0.865 -1.969 -0.57
H 5.407 -1.023 0.716 0.31
H 6.179 -2.378 0.978 0.26
O 5.601 -1.908 0.362 -0.64
H 1.977 2.848 2.222 0.12
H 0.886 -3.225 0.109 -0.29
H -5.928 -1.784 2.371 0.31
H 1.978 -1.738 2.075 0.18
H -0.792 -2.144 -4.856 0.26
H -3.195 -0.369 -1.467 0.37
O 2.720 -5.269 1.898 -0.68
H 1.771 -5.279 1.888 0.35
H 2.885 -4.630 2.598 0.30
O 3.864 4.830 -0.390 -0.60
H 3.856 3.928 -0.074 0.34
H 4.181 5.365 0.343 0.25
O 1.851 0.499 -5.732 -0.61
H 2.350 1.286 -5.995 0.32
H 1.893 0.620 -4.770 0.23
O 2.332 -2.519 -4.950 -0.62
H 1.866 -2.397 -5.783 0.33
H 2.744 -1.689 -4.779 0.27
O 5.382 2.584 0.636 -0.64
H 5.190 1.715 0.962 0.41
H 5.718 2.722 -0.262 0.28
O -1.413 5.495 2.438 -0.65
H -2.176 4.887 2.410 0.37
H -0.942 5.121 3.259 0.35
O -2.744 -4.700 -0.936 -0.65
H -2.372 -3.865 -1.277 0.18
H -2.732 -5.307 -1.674 0.30
```